No. 1
Here is a gas-phase ion, C8H24N5 (charge +1) from the OMol25 dataset. Energies are from ωB97M-V with the def2-TZVPD basis set.

## Properties
HOMO level ... -11.798 eV
Net charge ... +1
E ... -592.7717 Eh
Gap between HOMO and LUMO ... 9.489 eV

```
37
Properties=species:S:1:pos:R:3:forces:R:3:lowdin_charge:R:1
H 0.76845 2.20335 -1.51198 0.05 -0.03 0.08 0.135
H -3.76481 -0.43966 1.96662 0.03 0.08 -0.11 0.120
C -0.01639 -1.52600 -1.90456 0.24 -0.37 0.13 -0.158
H 1.69646 1.84687 1.16879 0.02 0.04 -0.01 0.120
H 0.51499 -1.23723 -2.81407 -0.08 -0.02 0.01 0.122
H -1.96020 0.77320 3.01257 0.02 -0.10 0.00 0.122
N 1.01514 1.53147 -0.78973 0.18 0.39 -0.09 -0.104
H -0.56307 2.46691 2.07859 -0.08 -0.03 -0.09 0.126
H -0.73409 -2.30571 -2.16414 -0.05 0.05 -0.02 0.118
C 2.35550 1.00597 -1.07632 0.26 -0.15 0.21 -0.174
H 2.41560 0.80096 -2.14804 0.06 0.02 0.04 0.121
C 0.99356 -2.06999 -0.87025 -0.16 -0.15 -0.34 -0.208
H -1.31207 0.07123 -2.08598 0.04 -0.01 0.04 0.146
H -0.02960 0.38137 -0.98871 -0.39 -0.22 -0.34 0.071
N -0.51230 0.41952 1.48632 0.35 -0.03 0.34 -0.083
C 0.88621 2.18535 0.52006 -0.42 0.04 0.14 -0.178
H -3.14410 0.73193 0.79511 -0.05 0.02 0.06 0.111
C -2.90432 -0.18456 1.33807 0.12 0.08 0.38 -0.231
C -1.69382 0.03083 2.24616 -0.33 0.06 -0.18 -0.214
H 2.15744 -0.26787 0.67137 0.10 0.04 0.10 0.101
H 3.73952 -0.31809 -0.10972 -0.08 0.11 0.12 0.122
C -0.45013 1.84268 1.17853 0.27 0.10 0.08 -0.211
H 2.76328 -1.66048 -1.82577 0.05 -0.07 0.04 0.120
H 3.12286 1.75211 -0.84015 -0.03 0.02 -0.04 0.119
N -2.60488 -1.22590 0.34923 -0.36 -0.28 0.29 -0.006
H -1.27121 2.08857 0.49998 -0.01 0.11 -0.01 0.116
H 0.97056 3.27249 0.43071 0.09 -0.08 0.01 0.129
N 2.32620 -1.54326 -0.92252 0.09 0.01 -0.11 -0.072
H 0.30729 0.18485 2.03918 -0.07 0.01 -0.05 0.111
H -3.43504 -1.42840 -0.20042 0.05 -0.10 0.05 0.108
C 2.66209 -0.29334 -0.29536 0.23 0.28 -0.27 -0.203
H -2.34456 -2.08297 0.83009 -0.10 -0.03 -0.06 0.107
H -1.47244 -0.91109 2.75387 -0.02 0.03 0.06 0.123
N -0.74289 -0.36498 -1.36209 -0.04 0.15 -0.04 0.080
H -1.41096 -0.68454 -0.56719 0.24 0.10 -0.53 0.060
H 0.59631 -1.89533 0.13171 -0.03 -0.11 0.06 0.111
H 1.07544 -3.15027 -1.01995 -0.17 0.05 0.05 0.121
```
Positions in Å, forces in eV/Å.

No. 2
Here is a molecular structure, C8H24N8O16 at a distorted geometry from the OMol25 dataset. Energies are from ωB97M-V with the def2-TZVPD basis set.

## Properties
Relative energy (zero: lowest compared OMol25 entry of this formula, charge and spin) ... 436.0 kcal/mol
HOMO level ... -9.701 eV
Net charge ... 0
E ... -1959.6485 Eh
Gap between HOMO and LUMO ... 8.477 eV

```
56
Properties=species:S:1:pos:R:3:forces:R:3:lowdin_charge:R:1
O 12.09973 -12.52488 18.02210 -1.53 3.52 2.27 -0.084
O 11.72783 -15.12624 19.14674 -0.53 -1.52 -0.35 0.002
O 12.19661 -14.71981 16.71234 -7.95 -0.93 -2.87 -0.188
H 10.91542 -11.29399 16.43636 1.02 0.87 -0.61 0.073
H 13.46116 -12.18982 23.90535 -0.32 -0.13 -0.79 0.097
N 9.72559 -14.07241 22.32935 -1.82 -2.65 1.76 -0.346
C 13.71580 -13.81406 17.54834 6.46 1.94 1.08 -0.008
O 9.74965 -13.57304 21.22264 -5.69 -2.60 6.34 -0.062
H 13.73301 -14.55849 18.34435 0.67 0.92 -0.45 0.094
H 10.35120 -12.96789 15.96103 -0.48 0.02 -0.01 0.099
C 10.80575 -13.24091 19.78179 0.41 2.27 -4.90 -0.109
O 12.87380 -14.63904 23.03255 2.07 -0.45 -0.39 0.081
O 13.81342 -14.91840 15.52113 2.65 0.22 -1.82 0.044
C 11.74423 -10.49119 21.52739 -2.58 0.98 3.83 0.000
C 13.88591 -12.67684 23.02757 2.82 0.58 0.50 0.034
C 12.34040 -16.71535 17.57730 1.55 -3.27 0.81 0.059
N 14.49776 -14.39083 16.39306 -0.08 -1.17 -0.63 -0.338
H 12.69335 -13.49527 17.34572 3.55 -0.68 -0.36 0.004
N 11.76553 -12.28413 19.17464 -0.54 -2.28 0.36 -0.271
O 12.13835 -11.35215 19.86732 1.64 -2.53 -8.44 -0.082
H 12.97359 -16.27994 16.80427 -0.29 -0.86 0.41 0.100
O 13.49676 -16.13913 19.59770 -0.46 -0.78 -1.47 0.086
N 13.05205 -13.65158 22.34715 1.41 1.70 1.40 -0.314
O 12.61275 -13.39466 21.23897 2.57 -1.53 2.36 0.060
O 12.63184 -8.87302 17.89875 -0.76 -1.61 -1.46 0.057
H 11.16169 -9.60417 21.27849 0.43 -0.03 -0.65 0.130
H 11.20956 -13.71790 20.67483 0.51 1.20 -2.76 0.056
H 11.22872 -11.39654 21.20697 -0.57 0.90 2.24 0.083
H 12.73541 -17.72582 17.68223 0.14 -0.04 0.88 0.117
O 11.83196 -11.52587 23.63590 -1.88 1.60 -0.98 -0.027
H 10.36160 -15.76665 23.55535 -1.01 0.13 -0.32 0.117
H 12.72533 -10.57060 21.05919 0.45 1.31 2.63 0.113
H 14.33238 -12.95636 17.81720 0.43 -0.20 0.41 0.127
C 10.07275 -13.71938 16.69984 0.48 0.12 -0.79 0.099
H 10.58021 -13.96902 19.00263 -0.20 0.88 1.12 0.079
O 9.02701 -13.68077 23.22816 0.17 0.73 0.75 0.110
H 11.29328 -16.86519 17.31427 0.41 0.63 0.31 0.103
H 9.04510 -14.06463 16.58652 0.37 -0.13 -0.16 0.117
H 10.29381 -13.33026 17.69372 -0.45 -0.37 -1.05 0.053
O 11.48535 -9.38748 23.58772 0.02 -1.19 -0.77 0.074
N 11.05081 -14.83995 16.36239 -2.76 0.61 0.44 -0.317
H 11.18365 -11.01942 18.08002 -0.60 2.24 -1.01 0.060
H 14.33787 -12.01949 22.28480 -0.43 0.25 0.21 0.117
C 10.54363 -15.29116 22.59158 -0.45 0.19 0.18 0.070
N 11.64558 -10.46247 23.01015 1.13 0.66 2.28 -0.350
O 15.71646 -14.42224 16.37289 -0.82 0.59 0.53 0.087
N 12.31005 -9.64339 16.97395 0.58 1.27 -0.12 -0.391
H 10.18697 -9.90061 17.15389 0.41 0.67 -0.05 0.119
O 12.88027 -9.71296 15.89565 -0.14 -0.02 0.78 0.078
H 10.65404 -15.98345 21.75692 -0.48 0.38 -0.10 0.116
H 9.82909 -12.77348 19.90709 1.16 2.11 -1.32 0.138
H 14.70275 -13.18843 23.53663 0.16 -0.68 -0.64 0.112
O 10.52733 -15.80942 15.84443 0.34 -0.21 -0.77 0.079
H 11.53427 -14.89026 22.80612 -1.16 -0.51 -0.56 -0.012
C 11.10969 -10.48056 17.13543 -1.85 -0.41 1.11 0.023
N 12.53395 -15.94847 18.84423 1.83 -2.74 1.61 -0.366
```
Positions in Å, forces in eV/Å.

No. 3
Here is 8 unconnected molecules or ions with the total composition C8H24N8O16 at a distorted geometry from the OMol25 dataset. Energies are from ωB97M-V with the def2-TZVPD basis set.

## Properties
Relative energy (zero: lowest compared OMol25 entry of this formula, charge and spin) ... 48.8 kcal/mol
HOMO level ... -10.907 eV
Net charge ... 0
E ... -1960.2657 Eh
Gap between HOMO and LUMO ... 9.830 eV

```
56
Properties=species:S:1:pos:R:3:forces:R:3:lowdin_charge:R:1
H 0.27148 -3.42395 4.72147 0.36 0.55 0.17 0.095
H 3.95748 -1.71583 -2.68802 0.12 -0.04 0.07 0.093
C 3.01307 1.22406 -1.66360 -1.24 0.37 1.91 0.034
C 3.29208 1.33693 3.67971 -0.20 -0.18 0.28 0.057
O -3.30731 4.82526 0.68945 -0.82 -0.76 0.44 0.063
O -0.84707 1.55302 -4.16339 0.62 0.21 -0.49 0.086
O 2.68218 -5.37997 4.48114 -0.94 1.73 1.25 0.040
O 0.97983 -1.30806 -0.46867 -1.56 1.16 1.92 0.024
O -7.07559 -0.76142 -2.16787 0.94 -0.97 1.05 0.053
H 4.03902 1.31230 4.47316 -0.47 -0.18 0.17 0.094
N -1.39422 1.95361 -3.17145 -0.54 0.09 0.59 -0.424
N 2.06179 -4.41803 4.98702 0.75 -1.47 -1.48 -0.441
H 3.53823 0.57591 2.93920 -0.15 0.36 -0.22 0.095
N -6.07389 -1.25268 -1.64475 -0.97 -0.92 0.88 -0.408
H -3.62291 2.23099 1.42389 -0.34 -0.03 0.11 0.097
O 0.99356 1.39875 3.46502 -0.35 -0.27 -0.68 0.031
H -4.46145 -1.44893 -2.95083 -0.14 0.12 -0.10 0.107
N 1.89218 1.04838 4.19053 0.53 1.17 1.22 -0.444
N 0.32652 -0.84732 0.49664 1.15 -0.98 0.86 -0.359
C -4.44384 2.77129 0.95246 -0.10 0.53 -1.35 0.074
H -4.99817 2.19424 0.21231 0.21 -0.28 0.28 0.090
H -0.73968 3.50888 -1.69502 -1.01 -0.86 0.39 0.094
C -4.79121 -0.72218 -2.20839 0.20 -0.44 0.28 0.031
H -1.64606 -0.79095 -0.49988 0.72 -0.64 0.02 0.087
O -3.49333 3.66067 -1.08288 -1.28 -0.75 1.65 0.011
N 3.56197 -3.73902 -2.74467 -1.01 -2.25 -0.89 -0.429
C -1.01563 -0.21902 0.18095 -0.35 0.73 -0.80 0.048
H -5.14310 3.24559 1.64107 0.46 0.06 0.05 0.101
H 2.62998 0.28162 -2.05491 0.43 0.20 -0.26 0.073
N 4.46106 1.11781 -1.35207 -0.34 -3.26 0.66 -0.439
H 2.76433 2.11531 -2.23971 0.57 -0.38 -0.33 0.099
H -1.92801 4.02668 -2.95943 -0.04 -0.43 0.22 0.095
H -0.79002 0.68067 -0.39154 0.23 0.01 0.09 0.078
O -2.21747 1.29030 -2.56340 0.04 0.33 0.51 0.025
H 2.52188 1.34686 -0.69833 -0.07 -0.12 0.09 0.088
C 3.08611 -2.33793 -2.89256 0.93 0.77 -0.57 0.037
H -0.20354 3.69281 -3.23447 -0.31 -0.24 -0.72 0.090
H 1.61236 -2.83706 3.65521 -0.12 -0.33 -0.15 0.095
O 3.90738 -4.16714 -1.66977 0.16 0.86 0.37 0.078
H -1.67670 0.08339 0.99314 0.93 -0.39 0.65 0.095
H -4.02149 -0.69378 -1.43714 -0.30 0.15 0.03 0.074
O 5.16182 1.60258 -2.17135 1.78 1.43 -1.01 0.096
H 2.83219 -2.20535 -3.94424 -0.24 -0.10 0.28 0.101
H 0.65767 -4.43823 3.43162 0.78 0.23 -0.54 0.097
C -1.10109 3.36081 -2.71265 1.36 0.80 -0.54 0.033
H 3.19029 2.35757 3.31085 0.26 -0.34 -0.40 0.096
N -3.74583 3.83657 0.12148 1.73 1.27 -1.07 -0.405
H -5.02077 0.24473 -2.65615 0.20 -0.25 0.14 0.096
O 1.73624 0.70123 5.34616 0.35 -0.50 -0.43 0.067
O 3.49620 -4.47451 -3.74458 0.13 1.49 0.74 0.038
H 2.31389 -2.01250 -2.19551 -0.03 -0.82 -0.01 0.063
O 2.14737 -4.00682 6.11447 0.42 -0.24 0.32 0.077
O 0.72861 -0.85496 1.67850 -1.11 0.04 -2.74 0.050
O 4.85006 0.32236 -0.46374 -1.16 1.82 -1.02 0.037
O -6.06549 -2.14184 -0.74755 0.12 2.36 -2.32 0.033
C 1.11703 -3.70368 4.09308 -1.25 -0.44 0.42 0.032
```
Positions in Å, forces in eV/Å.

No. 4
Here is a molecular structure, C8H24NO6Tl at a distorted geometry from the OMol25 dataset. Energies are from ωB97M-V with the def2-TZVPD basis set.

## Properties
HOMO level ... -13.526 eV
Net charge ... +2
E ... -996.8974 Eh
Gap between HOMO and LUMO ... 1.393 eV

```
40
Properties=species:S:1:pos:R:3:forces:R:3:lowdin_charge:R:1
O 4.98637 -2.81451 -4.19339 -0.46 0.58 1.04 -0.126
C 3.13662 -2.90626 -2.50570 -0.22 1.08 1.55 -0.382
O -3.86868 5.23341 -0.89769 0.52 0.58 0.65 -0.010
O -1.85588 -2.20127 2.81296 1.35 -0.77 0.99 -0.042
H -3.05054 2.40339 1.47881 -0.04 -0.20 0.08 -0.010
C 4.65765 -3.06470 -2.80300 1.32 -1.01 -1.79 -0.121
H 2.59697 -3.40797 -3.30892 0.12 -0.66 -0.27 0.149
C -3.49676 6.90936 0.86546 0.70 0.83 2.03 -0.214
H -2.99415 7.84901 1.09467 -0.14 0.33 -0.88 0.136
H -3.04841 7.11885 -1.15563 -0.53 -0.18 -0.34 0.133
H -3.51315 5.33778 1.90111 -0.02 -0.45 0.73 0.067
H 2.00753 -1.23725 -1.74286 -0.09 -0.07 0.02 0.080
C -0.83710 -1.39894 4.95212 -0.20 -1.41 -0.33 -0.220
C -1.33560 -2.61043 4.12966 -0.57 0.02 -0.72 -0.165
H -4.57170 7.05831 0.96755 -0.16 -0.07 -0.47 0.134
H -2.23677 -0.35263 4.34936 -0.49 0.70 0.22 0.072
H -3.68513 4.52490 -0.27647 -0.15 -0.53 -0.22 0.067
N 2.79505 -3.46264 -1.19767 -0.14 -0.74 -1.68 0.130
H -0.55660 -3.37021 4.06649 0.24 0.33 -0.88 0.123
H 5.46059 -4.63697 -4.77911 -0.54 -0.86 -0.15 0.103
H 3.75354 -4.10520 -5.23061 -0.01 -0.34 -0.26 0.100
H 1.82112 -3.29111 -0.99239 -0.13 0.83 0.45 0.099
O -3.85724 1.93816 1.77433 0.16 0.19 -0.08 -0.054
H 2.22573 -1.25674 -3.47833 0.37 0.50 -0.06 0.095
H -1.99584 6.04949 -0.36610 0.04 -0.45 0.28 0.133
C -3.05337 6.30580 -0.42967 0.20 0.71 -1.31 -0.222
O -1.94320 -0.60046 5.22914 0.02 0.50 0.08 -0.001
H -2.33391 -1.37151 2.88081 -0.24 -0.11 0.08 0.059
Tl -9.07331 1.65204 2.14926 -0.05 0.00 0.01 0.994
H 5.33366 -2.43981 -2.21938 -0.63 0.75 -0.07 0.144
H 4.98282 -4.05509 -2.48442 -0.29 -0.59 -0.44 0.128
H -0.09953 -0.88037 4.33960 0.22 0.14 0.03 0.131
C 2.72955 -1.44989 -2.53125 -0.44 0.13 0.02 -0.036
C 4.81282 -3.85449 -5.17435 1.05 0.18 1.63 -0.021
H -0.38251 -1.77335 5.86933 -0.13 0.23 0.05 0.135
O -3.03308 6.16424 1.99104 -0.50 -0.84 -0.45 -0.020
H 2.80285 -4.47098 -1.25513 0.68 -0.49 0.30 0.101
H -2.14284 -3.15026 4.62467 -0.22 0.44 0.44 0.125
H 3.57660 -0.79271 -2.33452 -0.06 0.09 -0.39 0.097
H 5.28594 -3.58903 -6.11975 -0.53 0.62 0.11 0.105
```
Positions in Å, forces in eV/Å.

No. 5
Here is a molecular structure, C8H24NaO4 at a distorted geometry from the OMol25 dataset. Energies are from ωB97M-V with the def2-TZVPD basis set.

## Properties
HOMO level ... -13.807 eV
Net charge ... +1
E ... -782.2876 Eh
Gap between HOMO and LUMO ... 10.968 eV

```
37
Properties=species:S:1:pos:R:3:forces:R:3:lowdin_charge:R:1
H 1.03912 -2.02071 -0.44015 0.05 -0.04 -0.12 0.098
H -3.47606 -2.43300 0.28461 -0.04 0.05 0.10 0.093
C 3.72211 1.54062 0.91333 -0.16 0.58 -0.01 -0.259
H -3.12821 2.37401 0.31978 0.07 0.05 0.22 0.123
H 2.20115 2.64376 1.38764 -0.26 -0.04 -0.04 0.094
H -1.46176 0.39374 -1.22440 0.05 0.08 -0.13 0.045
H 2.18988 -0.96802 -2.27044 -0.05 -0.14 -0.10 0.115
C -2.54116 -1.83438 2.11193 -1.07 -0.62 1.23 -0.305
H -0.84575 2.02483 -1.01089 -0.12 0.16 0.09 0.087
C -2.49552 1.48498 0.29231 -0.27 0.33 -0.80 -0.278
H -0.82260 -1.49137 -2.38255 -0.03 0.00 -0.14 0.062
H -3.03758 -2.58224 2.75217 0.32 -0.25 -0.32 0.124
H -1.94123 -1.63088 0.03598 0.10 0.01 0.10 0.052
H 0.19155 -1.51913 -3.81463 0.14 0.01 0.03 0.087
H 0.94184 0.23482 -2.18119 -0.25 0.05 0.30 0.111
H 3.97175 0.50066 1.10030 -0.10 -0.06 0.03 0.114
H -1.27589 -1.39408 3.56905 -0.18 -0.17 0.05 0.100
H 4.19966 1.17463 -1.20209 -0.75 0.01 -0.03 0.071
C -1.76029 1.42878 -1.03238 0.44 -0.48 0.06 -0.057
O 1.03731 -1.06642 -0.56803 -0.21 0.39 0.35 -0.121
C 1.14593 -0.81456 -1.98424 0.42 -0.81 -0.21 -0.269
H 0.30465 -2.79232 -2.59682 0.48 0.06 0.11 0.084
O -1.23085 -1.60753 2.63241 0.60 0.61 -0.39 -0.085
O 2.29739 1.71694 1.14823 0.06 -0.40 0.14 -0.115
C 0.18586 -1.71790 -2.74277 -0.62 0.47 0.04 -0.068
H -3.22577 -0.99103 2.28287 0.53 0.43 -0.55 0.111
O -1.52954 1.51584 1.34438 0.15 -0.23 0.32 -0.099
H -1.99096 1.69665 2.17074 0.04 0.02 -0.04 0.105
H -2.00887 -3.30717 0.63136 0.17 0.07 0.08 0.088
H -3.14289 0.60895 0.36899 -0.03 -0.01 0.22 0.104
C -2.47127 -2.32278 0.69572 -0.16 0.06 -0.36 -0.067
H 4.23809 2.16662 1.64339 0.10 -0.21 0.09 0.116
H -2.35899 1.76561 -1.87469 -0.18 -0.01 0.09 0.091
Na 0.41104 0.06380 1.45610 -0.04 0.13 -0.32 0.560
H 5.12653 2.38276 -0.50988 -0.17 0.24 0.34 0.081
C 4.10257 1.99222 -0.48380 1.02 -0.28 -0.25 -0.073
H 3.43874 2.78326 -0.82232 -0.06 -0.08 -0.20 0.080
```
Positions in Å, forces in eV/Å.